No. 1
155
Properties=species:S:1:pos:R:3:lowdin_spin:R:1 method="wB97M-V/def2-TZVPD" multiplicity=2 charge=+2 fmax_ev_per_a=2.57 homo_lumo_gap_ha="0.1906 / 0.2017" energy_ev=-145712.940 homo_ev="-11.04 / -11.04" de_lowest_kj_mol=0.00
V 0.09 1.06 -0.71 0.986
C -0.51 -0.09 5.98 0.000
Sb -1.36 -0.46 4.00 0.000
C -2.65 1.25 4.08 0.000
C -2.93 -1.78 4.84 0.000
C -2.69 -3.23 4.67 0.000
C -2.08 -3.91 5.73 0.000
C -1.87 -5.28 5.71 0.000
C -2.26 -6.00 4.60 0.000
C -2.84 -5.35 3.53 0.000
C -3.08 -3.97 3.53 0.000
C -3.74 -3.40 2.34 0.000
Sb -2.37 -2.80 0.65 0.003
C -4.13 -2.17 -0.45 0.000
C -2.37 -4.82 -0.17 0.002
H -1.28 0.30 6.64 0.000
H 0.29 0.64 5.91 0.000
H -0.11 -1.01 6.42 0.000
H -3.00 1.40 5.10 0.000
H -3.49 1.09 3.42 0.000
H -2.09 2.11 3.73 0.000
H -3.85 -1.44 4.36 0.000
H -2.94 -1.50 5.89 0.000
H -1.81 -3.34 6.62 0.000
H -1.43 -5.78 6.56 0.000
H -2.12 -7.08 4.57 0.000
H -3.16 -5.93 2.66 0.000
H -4.31 -2.50 2.53 0.000
H -4.35 -4.14 1.82 0.000
H -4.54 -3.01 -1.02 0.000
H -3.89 -1.35 -1.11 0.000
H -4.87 -1.82 0.27 0.000
H -3.38 -5.14 -0.39 0.000
H -1.91 -5.51 0.53 0.000
H -1.79 -4.82 -1.09 0.000
N 1.41 -2.94 3.04 0.000
C 2.42 -2.83 2.18 0.004
N 3.52 -3.56 2.36 0.000
N 2.42 -2.01 1.14 0.021
C 1.56 -1.20 0.69 0.030
N 0.93 -0.39 0.13 -0.006
H 1.46 -3.58 3.82 0.000
H 0.56 -2.40 2.92 0.000
H 3.62 -4.20 3.13 0.000
H 4.28 -3.45 1.71 0.000
O -0.29 -1.74 -2.11 0.000
P -0.03 -2.78 -3.16 0.000
C 0.94 -2.22 -4.61 0.000
C 0.25 -1.43 -5.54 0.000
C 0.88 -0.98 -6.68 0.000
C 2.21 -1.31 -6.91 0.000
C 2.90 -2.09 -6.00 0.000
C 2.27 -2.55 -4.85 0.000
C -1.56 -3.30 -3.98 0.000
C -2.72 -2.64 -3.60 0.000
C -3.92 -2.89 -4.25 0.000
C -3.95 -3.82 -5.29 0.000
C -2.79 -4.47 -5.67 0.000
C -1.59 -4.21 -5.03 0.000
C 0.84 -4.20 -2.47 0.000
C 1.38 -5.21 -3.27 0.000
C 2.04 -6.28 -2.69 0.000
C 2.16 -6.35 -1.31 0.000
C 1.61 -5.36 -0.50 0.000
C 0.96 -4.28 -1.08 0.000
H -0.79 -1.19 -5.35 0.000
H 0.33 -0.40 -7.41 0.000
H 2.71 -0.96 -7.81 0.000
H 3.93 -2.36 -6.18 0.000
H 2.81 -3.17 -4.15 0.000
H -2.66 -1.92 -2.79 0.000
H -4.82 -2.37 -3.97 0.000
H -4.88 -4.03 -5.79 0.000
H -2.82 -5.18 -6.49 0.000
H -0.68 -4.71 -5.35 0.000
H 1.28 -5.16 -4.35 0.000
H 2.46 -7.05 -3.31 0.000
H 2.68 -7.19 -0.86 0.000
H 1.68 -5.44 0.57 0.000
H 0.55 -3.48 -0.48 0.000
N -2.57 0.22 0.62 0.038
C -1.59 0.52 0.09 -0.015
C -2.64 1.20 -4.61 0.000
N -2.55 2.13 -3.48 0.001
C -3.44 3.14 -3.30 0.001
C -3.38 3.95 -2.22 0.000
C -2.33 3.72 -1.28 0.001
N -1.44 2.75 -1.51 0.000
C -1.58 1.92 -2.54 0.004
O -0.81 0.94 -2.62 0.000
N -2.21 4.44 -0.17 0.002
H -3.30 1.61 -5.37 0.000
H -3.02 0.23 -4.28 0.000
H -1.65 1.05 -5.03 0.000
H -4.20 3.25 -4.06 0.000
H -4.10 4.74 -2.07 0.000
H -2.86 5.17 0.05 0.000
H -1.46 4.22 0.47 0.000
C 2.98 5.70 -0.08 0.000
C 1.50 5.56 -0.41 0.000
C 0.83 6.93 -0.41 0.000
C 1.29 4.88 -1.76 0.001
O 0.84 4.79 0.62 -0.001
Si 1.07 3.38 1.38 -0.004
O 0.47 2.15 0.41 -0.052
O 2.62 3.00 1.59 -0.002
C 3.37 2.22 2.54 0.000
C 4.16 3.19 3.42 0.000
C 2.44 1.35 3.38 0.000
C 4.33 1.33 1.76 0.000
O 0.09 3.40 2.66 -0.001
C -0.25 4.43 3.63 0.000
C -0.34 3.76 5.00 0.000
C -1.60 5.02 3.24 0.000
C 0.80 5.54 3.69 0.000
H 3.49 6.25 -0.87 0.000
H 3.44 4.72 0.02 0.000
H 3.11 6.24 0.85 0.000
H 1.27 7.56 -1.18 0.000
H 0.96 7.43 0.55 0.000
H -0.24 6.84 -0.61 0.000
H 1.99 5.27 -2.50 0.000
H 0.27 5.05 -2.11 0.000
H 1.43 3.80 -1.65 0.001
H 3.49 3.77 4.06 0.000
H 4.71 3.89 2.79 0.000
H 4.86 2.65 4.05 0.000
H 1.74 1.98 3.94 0.000
H 3.02 0.75 4.08 0.000
H 1.86 0.70 2.72 0.000
H 5.02 1.94 1.17 0.000
H 3.76 0.67 1.10 0.000
H 4.91 0.73 2.46 0.000
H -1.04 2.92 4.97 0.000
H -0.68 4.48 5.73 0.000
H 0.64 3.38 5.31 0.000
H -2.31 4.22 3.03 0.000
H -1.49 5.66 2.37 0.000
H -1.99 5.62 4.06 0.000
H 1.76 5.14 4.01 0.000
H 0.48 6.30 4.40 0.000
H 0.92 6.00 2.71 0.000
C 3.79 2.08 -1.83 -0.003
P 2.23 1.18 -2.17 -0.010
C 2.93 -0.51 -2.21 0.000
C 2.02 1.52 -3.96 -0.001
H 4.49 1.89 -2.65 -0.001
H 4.21 1.69 -0.90 0.000
H 3.64 3.15 -1.72 0.000
H 3.69 -0.59 -2.98 0.000
H 2.14 -1.23 -2.39 0.000
H 3.37 -0.74 -1.24 0.000
H 2.94 1.25 -4.48 0.000
H 1.81 2.58 -4.12 0.000
H 1.19 0.93 -4.35 0.000

=====

No. 2
172
Properties=species:S:1:pos:R:3:lowdin_charge:R:1 method="wB97M-V/def2-TZVPD" charge=0 fmax_ev_per_a=1.73 homo_lumo_gap_ha=0.2978 energy_ev=-175560.067 homo_ev=-7.62
C -0.12 -4.47 -1.50 -0.067
C -0.53 -3.14 -0.84 -0.216
O -1.87 -2.73 -1.12 0.027
B -2.87 -3.62 -0.81 -0.644
O -2.78 -4.58 0.18 0.177
C -4.24 -3.55 -1.63 -0.223
C -5.11 -4.83 -1.50 -0.072
C -4.76 -5.94 -2.48 -0.193
C -5.80 -6.57 -3.18 -0.029
C -5.52 -7.59 -4.09 -0.067
C -4.21 -8.02 -4.33 -0.040
C -3.17 -7.40 -3.64 -0.271
C -1.70 -7.76 -3.83 -0.046
C -3.46 -6.39 -2.72 -0.054
C -5.18 -2.44 -1.01 -0.089
N -6.10 -2.13 -2.12 0.083
C -5.65 -2.70 -3.32 -0.426
O -6.31 -2.95 -4.28 0.113
C -4.14 -2.92 -3.02 -0.440
F -3.69 -1.58 -2.92 -0.073
P -2.98 -3.71 -4.29 0.716
O -3.86 -3.71 -5.69 -0.335
Br -1.34 -2.17 -4.67 0.293
H -0.47 -5.32 -0.92 0.070
H -0.43 -4.54 -2.54 0.057
H 0.97 -4.52 -1.47 0.080
H 0.12 -2.36 -1.26 0.120
H -0.35 -3.15 0.24 0.123
H -2.21 -4.30 0.91 0.110
H -5.04 -5.22 -0.49 0.107
H -6.17 -4.61 -1.65 0.121
H -6.83 -6.30 -3.04 0.089
H -6.30 -8.08 -4.64 0.080
H -3.98 -8.79 -5.05 0.105
H -1.50 -8.82 -3.64 0.076
H -1.10 -7.15 -3.16 0.059
H -1.39 -7.49 -4.84 0.079
H -2.65 -5.93 -2.17 0.091
H -4.61 -1.55 -0.71 0.124
H -5.72 -2.77 -0.12 0.107
H -7.07 -2.37 -1.97 0.135
H -3.33 -3.26 -6.37 0.024
C -0.63 2.18 0.35 -0.025
C -1.19 0.81 0.06 -0.484
O -1.29 -0.03 0.94 0.046
C -1.61 0.51 -1.36 -0.022
H -0.38 2.25 1.41 0.081
H 0.26 2.36 -0.24 0.076
H -1.39 2.93 0.12 0.056
H -0.76 0.61 -2.03 0.074
H -2.40 1.20 -1.66 0.089
H -1.98 -0.51 -1.41 0.048
C -10.00 -5.66 -4.02 -0.014
C -9.64 -7.11 -4.24 -0.484
O -8.49 -7.45 -4.38 0.061
C -10.77 -8.10 -4.28 -0.022
H -9.10 -5.05 -4.01 0.077
H -10.66 -5.31 -4.82 0.086
H -10.51 -5.54 -3.06 0.085
H -11.46 -7.86 -5.09 0.084
H -11.31 -8.09 -3.33 0.084
H -10.37 -9.10 -4.44 0.081
C 0.21 5.12 -3.33 -0.019
C -0.34 3.75 -3.59 -0.478
O -0.43 2.92 -2.71 0.059
C -0.77 3.44 -5.00 -0.016
H 0.48 5.21 -2.28 0.080
H 1.10 5.30 -3.93 0.071
H -0.54 5.88 -3.56 0.088
H 0.08 3.54 -5.68 0.085
H -1.56 4.12 -5.31 0.085
H -1.14 2.42 -5.05 0.080
C -4.47 2.92 1.65 -0.017
C -4.17 3.97 0.61 -0.501
O -3.08 4.47 0.51 0.056
C -5.30 4.36 -0.32 -0.023
H -3.58 2.73 2.24 0.083
H -5.27 3.27 2.31 0.084
H -4.78 1.99 1.17 0.087
H -6.13 4.77 0.26 0.083
H -5.64 3.49 -0.88 0.086
H -4.95 5.12 -1.01 0.080
C 4.95 6.58 -2.76 -0.021
C 3.50 6.86 -2.47 -0.481
O 2.68 6.98 -3.36 0.030
C 3.11 6.98 -1.02 -0.029
H 5.09 6.52 -3.84 0.079
H 5.57 7.39 -2.37 0.083
H 5.25 5.64 -2.30 0.086
H 3.65 7.80 -0.56 0.074
H 3.33 6.06 -0.49 0.082
H 2.04 7.18 -0.95 0.080
C -7.26 -4.68 3.44 -0.022
C -6.17 -4.99 2.44 -0.480
O -5.83 -4.19 1.60 0.062
C -5.52 -6.35 2.52 -0.012
H -7.64 -3.68 3.26 0.079
H -8.08 -5.39 3.33 0.084
H -6.86 -4.74 4.45 0.084
H -6.26 -7.13 2.37 0.089
H -5.04 -6.47 3.49 0.088
H -4.76 -6.43 1.74 0.072
C 7.84 6.39 1.09 -0.018
C 6.39 6.66 1.41 -0.468
O 5.56 6.78 0.54 0.041
C 6.02 6.79 2.87 -0.015
H 7.95 6.32 0.00 0.079
H 8.47 7.19 1.46 0.057
H 8.15 5.44 1.53 0.089
H 6.56 7.61 3.32 0.054
H 6.25 5.86 3.39 0.091
H 4.95 6.98 2.94 0.083
C 0.04 -7.62 2.21 -0.028
C -0.94 -6.73 2.93 -0.490
O -2.13 -6.75 2.67 0.055
C -0.38 -5.82 3.98 -0.029
H -0.50 -8.23 1.48 0.084
H 0.78 -7.02 1.69 0.064
H 0.54 -8.28 2.92 0.084
H 0.34 -5.14 3.53 0.088
H 0.09 -6.40 4.77 0.067
H -1.19 -5.23 4.42 0.073
C -0.92 -4.10 7.95 -0.018
C -1.01 -5.61 7.92 -0.491
O -0.83 -6.23 6.89 0.061
C -1.32 -6.31 9.22 -0.023
H -0.69 -3.73 6.95 0.080
H -1.87 -3.68 8.27 0.086
H -0.13 -3.79 8.63 0.086
H -2.30 -5.97 9.59 0.085
H -0.56 -6.08 9.96 0.085
H -1.36 -7.38 9.05 0.081
C -0.71 11.02 -3.43 -0.028
C 0.32 10.73 -4.50 -0.505
O 0.58 11.55 -5.36 0.063
C 1.00 9.39 -4.46 -0.029
H -1.11 12.02 -3.58 0.078
H -1.52 10.29 -3.49 0.083
H -0.24 10.97 -2.45 0.083
H 0.26 8.59 -4.56 0.083
H 1.53 9.27 -3.52 0.072
H 1.71 9.31 -5.28 0.085
C 9.99 8.62 5.32 -0.016
C 9.08 9.02 4.20 -0.473
O 8.64 8.20 3.41 0.030
C 8.74 10.48 4.08 -0.011
H 10.16 7.54 5.29 0.085
H 10.94 9.13 5.22 0.056
H 9.53 8.88 6.28 0.089
H 9.65 11.06 3.93 0.074
H 8.23 10.81 4.98 0.088
H 8.08 10.63 3.22 0.084
C 13.41 11.00 1.88 -0.018
C 13.20 10.18 3.13 -0.484
O 12.19 10.30 3.80 0.055
C 14.28 9.21 3.52 -0.016
H 12.56 11.65 1.72 0.083
H 14.31 11.60 1.98 0.088
H 13.52 10.33 1.02 0.088
H 15.22 9.74 3.69 0.088
H 14.42 8.48 2.72 0.088
H 14.00 8.69 4.43 0.082
C 4.28 -7.79 -0.18 -0.019
C 4.07 -8.11 1.28 -0.492
O 3.07 -7.77 1.86 0.060
C 5.16 -8.89 1.98 -0.023
H 3.42 -7.23 -0.55 0.078
H 5.18 -7.18 -0.30 0.086
H 4.39 -8.71 -0.75 0.086
H 6.10 -8.32 1.95 0.085
H 5.31 -9.85 1.49 0.085
H 4.88 -9.05 3.02 0.081